(1)
ORCA calculation (ωB97M-V/def2-TZVPD) on a gas-phase ion, C5H11O (charge -1) in a non-equilibrium geometry.

Summary:
- E_HOMO (eV) = -1.983
- SMILES = CCCCC[O-]
- largest force on an atom (eV Å⁻¹) = 2.325

Geometry as ORCA input:
```
! RIJCOSX wB97M-V def2-TZVPD def2/J DEFGRID3
* xyz -1 1
C 0.176 2.127 -2.255
C 0.659 1.473 -0.949
C -0.383 0.341 -0.565
C 0.199 -0.580 0.487
C -0.695 -1.488 1.384
O 0.054 -2.130 2.298
H 0.863 2.840 -2.737
H 0.049 1.333 -3.002
H -0.864 2.414 -2.098
H 0.855 1.996 -0.023
H 1.666 1.188 -1.315
H -0.508 -0.139 -1.542
H -1.415 0.614 -0.347
H 0.989 -0.178 1.142
H 0.819 -1.376 0.051
H -1.447 -0.821 1.928
H -1.399 -2.094 0.722
*
```

(2)
ORCA calculation (ωB97M-V/def2-TZVPD) on 2 unconnected molecules or ions with the total composition C5H11O2 in a non-equilibrium geometry.

Summary:
- E_HOMO (eV) = -2.983
- largest force on an atom (eV Å⁻¹) = 4.254

Geometry as ORCA input:
```
! RIJCOSX wB97M-V def2-TZVPD def2/J DEFGRID3
* xyz -1 1
C 0.189 -1.228 -0.874
O -0.711 -2.213 -1.120
C -0.479 0.047 -0.046
C 0.628 1.090 0.536
C 0.262 2.393 1.256
C -0.874 3.077 0.824
H 0.304 -0.559 -1.674
H 1.163 -1.510 -0.456
H -1.145 0.466 -0.758
H -1.104 -0.259 0.825
H 1.077 1.486 -0.436
H 1.266 0.541 1.136
H 0.826 2.712 2.128
H -1.506 2.651 -0.031
H -1.326 3.806 1.540
H 0.563 -4.672 -0.366
H 0.203 -3.491 -1.232
O 0.663 -4.337 -1.253
*
```

(3)
ORCA calculation (ωB97M-V/def2-TZVPD) on 2 unconnected molecules or ions with the total composition C5H11O2 in a non-equilibrium geometry.

Summary:
- E_HOMO (eV) = -3.537
- largest force on an atom (eV Å⁻¹) = 4.041

Geometry as ORCA input:
```
! RIJCOSX wB97M-V def2-TZVPD def2/J DEFGRID3
* xyz -1 1
C 0.037 -0.119 -1.361
C 0.322 -0.846 -2.777
C -0.201 -1.230 -0.196
O -1.266 -1.185 0.429
O 0.578 -2.258 -0.108
H 0.913 0.614 -1.209
H -0.975 0.386 -1.342
H 1.227 -0.415 -3.097
H -0.418 -0.381 -3.295
H 0.239 -1.894 -2.823
C -0.559 2.441 1.897
C 0.938 2.288 2.059
H -0.747 3.109 1.066
H -1.129 1.627 1.470
H -1.025 2.756 2.819
H 1.527 2.580 2.848
H 1.460 2.740 1.313
H 1.206 1.216 1.957
*
```

(4)
ORCA calculation (ωB97M-V/def2-TZVPD) on a gas-phase ion, C5H11O2 (charge -1) in a non-equilibrium geometry.

Summary:
- E_HOMO (eV) = -2.515
- SMILES = [O-]CCCCCO
- largest force on an atom (eV Å⁻¹) = 3.167

Geometry as ORCA input:
```
! RIJCOSX wB97M-V def2-TZVPD def2/J DEFGRID3
* xyz -1 1
O -1.405 -2.350 -0.354
C -0.212 -2.213 -0.902
C 0.764 -1.195 -0.092
C 0.114 -0.212 0.849
C -0.843 0.877 0.176
C -0.003 2.045 -0.330
O 0.396 2.887 0.769
H 0.424 -3.145 -0.930
H -0.256 -1.761 -1.928
H 1.473 -1.749 0.536
H 1.377 -0.616 -0.818
H 0.767 0.204 1.623
H -0.736 -0.814 1.230
H -1.382 0.296 -0.568
H -1.521 1.145 0.985
H 0.890 1.544 -0.741
H -0.453 2.770 -1.009
H 0.606 2.288 1.503
*
```

(5)
ORCA calculation (ωB97M-V/def2-TZVPD) on 2 unconnected molecules or ions with the total composition C5H11O2 in a non-equilibrium geometry.

Summary:
- E_HOMO (eV) = -3.912
- largest force on an atom (eV Å⁻¹) = 1.228

Geometry as ORCA input:
```
! RIJCOSX wB97M-V def2-TZVPD def2/J DEFGRID3
* xyz -1 1
C 1.295 0.794 -1.489
C 2.315 1.556 -2.359
H 1.653 -0.212 -1.277
H 1.220 1.258 -0.498
H 0.277 0.850 -1.850
H 1.801 2.267 -3.010
H 2.867 0.881 -3.003
H 3.022 2.119 -1.749
C -0.603 -1.457 0.651
C 0.199 -1.743 1.902
C -1.235 -0.027 0.576
O -1.149 0.675 1.603
O -1.777 0.228 -0.524
H -0.018 -1.624 -0.256
H -1.443 -2.147 0.513
H -0.411 -1.558 2.794
H 0.995 -1.007 2.038
H 0.575 -2.769 1.939
*
```

(6)
ORCA calculation (ωB97M-V/def2-TZVPD) on 2 unconnected molecules or ions with the total composition C5H11O2 in a non-equilibrium geometry.

Summary:
- E_HOMO (eV) = -3.685
- largest force on an atom (eV Å⁻¹) = 3.328

Geometry as ORCA input:
```
! RIJCOSX wB97M-V def2-TZVPD def2/J DEFGRID3
* xyz -1 1
C 0.953 -1.204 -1.082
C 0.848 -2.760 -0.938
O 1.871 -3.425 -0.890
O -0.317 -3.175 -0.798
H 1.280 -0.827 -0.079
H -0.064 -0.891 -1.350
H 1.613 -1.109 -1.973
C -0.434 1.105 1.231
C 0.282 2.212 0.491
C -1.507 0.327 0.445
H 0.451 0.458 1.576
H -1.129 1.583 2.002
H -0.332 3.048 0.264
H 0.444 2.110 -0.588
H -0.840 -0.589 0.104
H -2.266 -0.091 1.098
H 1.234 2.396 0.929
H -2.087 0.831 -0.444
*
```

(7)
ORCA calculation (ωB97M-V/def2-TZVPD) on 2 unconnected molecules or ions with the total composition C5H11O2.

Summary:
- E_HOMO (eV) = -3.772
- largest force on an atom (eV Å⁻¹) = 0.898

Geometry as ORCA input:
```
! RIJCOSX wB97M-V def2-TZVPD def2/J DEFGRID3
* xyz -1 1
C 0.388 -2.534 0.177
C 1.092 -3.875 -0.017
H -0.102 -2.522 1.152
H 1.079 -1.705 0.080
H -0.471 -2.401 -0.482
H 1.422 -4.060 -1.037
H 0.414 -4.693 0.256
H 1.904 -3.993 0.704
C -0.146 0.880 -0.808
C 1.325 1.004 -0.435
C -0.978 1.734 0.184
O -1.074 2.949 -0.101
O -1.390 1.140 1.209
H -0.388 1.264 -1.803
H -0.457 -0.162 -0.764
H 1.519 0.499 0.519
H 1.580 2.042 -0.225
H 1.985 0.506 -1.152
*
```

(8)
ORCA calculation (ωB97M-V/def2-TZVPD) on 2 unconnected molecules or ions with the total composition C5H11O2 in a non-equilibrium geometry.

Summary:
- E_HOMO (eV) = -3.845
- largest force on an atom (eV Å⁻¹) = 2.736

Geometry as ORCA input:
```
! RIJCOSX wB97M-V def2-TZVPD def2/J DEFGRID3
* xyz -1 1
C -0.628 -0.521 2.048
C -1.095 -1.978 2.083
C 0.467 -0.166 1.084
H -1.537 0.119 2.033
H -0.590 -0.086 3.073
H -0.786 -2.399 3.031
H -0.701 -2.571 1.260
H 0.152 0.009 0.041
H 0.815 0.858 1.279
H -2.146 -2.100 1.791
H 1.301 -0.860 1.079
C 1.050 1.742 -2.289
C 0.132 0.865 -3.194
O 0.261 1.076 -4.414
O -0.585 0.045 -2.569
H 1.975 1.894 -2.860
H 1.329 1.346 -1.313
H 0.585 2.727 -2.161
*
```

(9)
ORCA calculation (ωB97M-V/def2-TZVPD) on 2 unconnected molecules or ions with the total composition C5H11O2 in a non-equilibrium geometry.

Summary:
- E_HOMO (eV) = -3.412
- largest force on an atom (eV Å⁻¹) = 5.311

Geometry as ORCA input:
```
! RIJCOSX wB97M-V def2-TZVPD def2/J DEFGRID3
* xyz -1 1
C -1.422 2.215 -0.229
C -1.885 1.544 -1.618
O -2.831 2.228 -2.040
O -1.525 0.469 -1.989
H -0.839 1.447 0.178
H -2.277 2.319 0.472
H -0.739 3.147 -0.398
C 1.051 -0.797 0.654
C 2.272 -1.214 -0.249
C -0.070 -1.729 1.157
H 0.558 0.114 0.194
H 1.378 -0.243 1.568
H 3.125 -1.523 0.413
H 1.935 -1.860 -1.092
H -1.014 -1.062 1.416
H 0.265 -2.305 1.958
H 2.543 -0.353 -0.813
H -0.524 -2.396 0.420
*
```

(10)
ORCA calculation (ωB97M-V/def2-TZVPD) on 2 unconnected molecules or ions with the total composition C5H11O2 in a non-equilibrium geometry.

Summary:
- <S²> = 0.754
- E_HOMO (alpha / beta) (eV) = -11.052 / -10.739
- largest force on an atom (eV Å⁻¹) = 1.624

Geometry as ORCA input:
```
! RIJCOSX wB97M-V def2-TZVPD def2/J DEFGRID3
* xyz 0 2
C -2.996 -0.961 0.579
C -2.839 -2.509 0.518
H -2.933 -0.656 1.614
H -3.966 -0.723 0.147
H -2.298 -0.377 -0.024
H -2.449 -2.947 1.432
H -2.203 -2.794 -0.318
H -3.831 -2.909 0.317
C 0.534 1.249 0.063
C -0.287 1.179 -1.203
C 1.893 0.557 -0.023
O 2.358 0.113 -1.042
O 2.568 0.613 1.084
H 0.881 2.241 0.377
H -0.047 0.947 0.938
H -0.003 1.840 -2.024
H -1.343 1.362 -1.051
H -0.030 0.206 -1.635
*
```

(11)
ORCA calculation (ωB97M-V/def2-TZVPD) on 2 unconnected molecules or ions with the total composition C5H11O2S in a non-equilibrium geometry.

Summary:
- E_HOMO (eV) = -3.999
- largest force on an atom (eV Å⁻¹) = 1.488

Geometry as ORCA input:
```
! RIJCOSX wB97M-V def2-TZVPD def2/J DEFGRID3
* xyz -1 1
C 1.467 -0.057 1.409
C 3.393 -0.849 -0.386
S 3.264 -0.353 1.319
H 1.012 -0.901 0.923
H 1.189 0.116 2.438
H 1.224 0.786 0.759
H 3.534 0.006 -1.047
H 2.531 -1.378 -0.761
H 4.213 -1.549 -0.487
C -1.754 0.358 0.030
C -3.188 -0.136 -0.024
C -1.355 1.165 -1.272
O -0.214 0.888 -1.718
O -2.179 2.003 -1.681
H -1.526 1.150 0.760
H -0.988 -0.400 0.174
H -3.180 -1.063 -0.617
H -3.735 0.481 -0.744
H -3.707 -0.268 0.924
*
```

(12)
ORCA calculation (ωB97M-V/def2-TZVPD) on a single C5H11O3P molecule in a non-equilibrium geometry.

Summary:
- E_HOMO (eV) = -9.938
- SMILES = C=C[C@@H](C)CO[P@@H](=O)O
- largest force on an atom (eV Å⁻¹) = 4.374

Geometry as ORCA input:
```
! RIJCOSX wB97M-V def2-TZVPD def2/J DEFGRID3
* xyz 0 1
C -0.032 0.159 -2.061
C -0.429 0.051 -0.809
C 0.235 0.678 0.412
C -0.611 1.869 0.823
C 0.119 -0.404 1.519
O 0.706 -1.624 1.218
P 0.679 -2.671 -0.084
O -0.549 -2.868 -0.844
O 1.987 -2.259 -1.007
H -0.554 -0.246 -2.836
H 0.780 0.685 -2.403
H -1.383 -0.497 -0.554
H 1.240 0.990 0.284
H -0.028 2.644 1.308
H -1.480 1.617 1.392
H -0.990 2.340 -0.167
H 0.725 -0.176 2.493
H -0.966 -0.581 1.851
H 1.141 -3.671 0.765
H 1.600 -1.901 -1.749
*
```

Q: Which of these has the highest largest force on an atom?
A: number 9